Formula: C12H18O9Rb
Source: OMol25
Level of theory: the ωB97M-V functional and the def2-TZVPD basis

Results
HOMO	-12.6	eV
energy relative to the best compared isomer or geometry (same formula, charge and spin)	366.1	kJ/mol
total energy	-1169.08619	a.u.
total charge	+1
HOMO-LUMO gap	8.56	eV

Element x y z (Å)
Rb: -3.806 2.717 2.390
C: -0.771 -5.227 2.450
C: -1.752 -4.602 3.436
C: -1.066 -3.480 4.200
O: -2.025 -2.481 4.163
C: -3.064 -2.826 3.448
O: -4.088 -2.114 3.291
O: -2.739 -3.890 2.696
H: -0.406 -4.498 1.726
H: -1.323 -5.929 1.825
H: 0.047 -5.726 2.968
H: -2.189 -5.337 4.113
H: -0.094 -3.288 3.746
H: -0.935 -3.828 5.225
C: 4.392 -2.095 1.344
C: 3.784 -0.968 0.477
C: 3.222 -1.379 -0.920
O: 1.950 -0.888 -0.922
C: 1.675 -0.438 0.273
O: 0.563 -0.023 0.579
O: 2.697 -0.609 1.137
H: 3.664 -2.872 1.574
H: 4.723 -1.691 2.301
H: 5.219 -2.590 0.834
H: 4.557 -0.204 0.396
H: 3.160 -2.460 -1.038
H: 3.874 -1.149 -1.762
C: -1.729 6.828 -4.126
C: -1.065 5.511 -3.693
C: -2.095 4.535 -3.080
O: -1.703 3.307 -3.672
C: -0.730 3.508 -4.586
O: -0.188 2.578 -5.195
O: -0.364 4.800 -4.691
H: -2.332 7.221 -3.308
H: -2.533 6.667 -4.844
H: -1.182 7.673 -4.545
H: -0.349 5.746 -2.906
H: -3.084 4.941 -3.296
H: -1.917 4.560 -2.005

---

Formula: C8H14
Source: OMol25
Level of theory: the ωB97M-V functional and the def2-TZVPD basis

Results
HOMO	-8.7	eV
SMILES string	C=C(C)C(=C)CCC
energy relative to the best compared isomer or geometry (same formula, charge and spin)	174.7	kJ/mol
total energy	-313.15088	a.u.
total charge	0
HOMO-LUMO gap	9.70	eV

Element x y z (Å)
C: 1.304 1.377 0.791
C: 0.095 1.303 0.226
C: -1.156 1.871 0.840
C: -0.209 0.274 -0.848
C: -0.877 0.744 -1.920
C: 0.605 -0.981 -0.887
C: 0.019 -2.154 -0.048
C: 0.335 -2.016 1.444
H: 2.302 1.104 0.480
H: 1.373 2.042 1.658
H: -1.869 2.197 0.101
H: -0.893 2.600 1.611
H: -1.698 1.065 1.351
H: -1.142 1.794 -1.969
H: -1.317 0.102 -2.676
H: 1.612 -0.664 -0.620
H: 0.609 -1.347 -1.917
H: 0.289 -3.072 -0.537
H: -1.073 -2.049 -0.120
H: -0.116 -1.129 1.870
H: 1.422 -2.018 1.584
H: -0.013 -2.915 1.974

---

> total charge of number 1 (C12H18O9Rb)?

+1